Formula: C40H44N6NiO4S
Source: the OMol25 dataset
Level of theory: ωB97M-V/def2-TZVPD

Each line ends with the Mulliken spin population.
Cartesian coordinates (Å):
Ni 1.00547 -0.03132 0.32614  1.588
C -0.99480 2.23179 -2.73144  -0.001
C -1.17787 2.00287 -1.22850  0.018
C -0.10128 2.66731 -0.35894  -0.036
N 0.30111 1.77703 0.71245  0.026
C 0.86496 2.24878 1.79307  0.052
C 1.50476 3.59498 1.73897  0.002
C 2.29320 4.33053 2.84420  -0.001
C 2.89935 3.54792 4.01303  -0.008
C 2.04642 2.58165 4.74277  0.042
C 1.37021 1.55834 4.20837  -0.022
C 1.17488 1.23846 2.79934  0.106
N 1.11392 0.00371 2.35396  0.205
C 1.30364 -1.09672 3.25961  -0.014
C 1.08442 -2.43141 2.55444  0.025
C 2.03871 -2.69585 1.38595  0.011
N 1.71391 -1.88774 0.23326  0.021
C 1.93134 -2.34558 -0.96732  0.006
C 2.74881 -3.49442 -1.20862  0.004
C 2.90856 -4.29351 -2.32051  -0.002
C 2.27803 -4.23044 -3.55710  -0.001
C 1.43434 -3.20895 -3.97545  -0.002
C 1.11657 -2.01278 -3.36658  0.006
C 1.41570 -1.48610 -2.07490  -0.008
N 1.22503 -0.22721 -1.75674  0.059
C 1.11765 0.73241 -2.84436  0.007
C -0.27683 1.06734 -3.42022  0.004
H -0.43403 3.15845 -2.90478  0.000
H -1.96862 2.36220 -3.21562  0.000
H -1.13431 0.93782 -1.01050  -0.007
H -2.15997 2.35223 -0.89851  0.000
H -0.49433 3.60620 0.04418  0.000
H 0.76973 2.93132 -0.97140  0.003
H 0.84803 4.32109 1.25870  0.009
H 1.79316 5.23469 3.20034  -0.001
H 3.27327 4.28899 4.72351  -0.003
H 2.09732 2.63185 5.82747  0.008
H 0.93438 0.84461 4.90203  0.005
H 0.59697 -1.04071 4.09898  0.007
H 2.31869 -1.06765 3.69281  0.000
H 0.06096 -2.45662 2.17689  -0.005
H 1.20119 -3.23576 3.28682  -0.002
H 1.96423 -3.76065 1.13265  -0.003
H 3.07224 -2.50401 1.71498  -0.002
H 3.37305 -3.77031 -0.36748  0.000
H 3.60980 -5.11501 -2.19557  0.000
H 2.46876 -5.03805 -4.25550  0.000
H 0.97876 -3.34840 -4.95197  0.000
H 0.46203 -1.38912 -3.95965  0.001
H 1.74932 0.37887 -3.66948  -0.001
H 1.56423 1.66907 -2.49507  0.001
H -0.92124 0.18847 -3.38871  -0.001
H -0.14532 1.31945 -4.47786  0.000
C -7.51745 0.72129 -0.03297  0.000
C -6.55473 -0.15234 -0.79012  0.000
C -5.23148 0.25043 -0.96112  0.000
C -4.32363 -0.56174 -1.61223  -0.001
C -4.73901 -1.79027 -2.10278  0.000
C -6.04715 -2.21342 -1.94359  0.000
C -6.95024 -1.38994 -1.29070  0.000
S -3.55786 -2.80141 -2.96557  0.000
O -3.08707 -2.05453 -4.10265  0.000
O -4.18009 -4.08147 -3.19136  0.000
N -2.31110 -3.01284 -1.94381  0.000
C -2.63744 -3.70857 -0.68953  -0.001
C -1.65135 -3.30540 0.39387  0.005
C -1.82512 -1.77591 0.66713  -0.003
O -2.76503 -1.46048 1.40683  0.008
O -0.98336 -1.01981 0.09545  0.026
H -7.31831 1.77637 -0.22155  0.000
H -7.40861 0.55297 1.04101  0.000
H -8.55083 0.50577 -0.30603  0.000
H -4.90890 1.20585 -0.56476  0.000
H -3.29042 -0.25866 -1.72303  0.001
H -6.33324 -3.18237 -2.33166  0.000
H -7.97701 -1.71324 -1.15986  0.000
H -1.76389 -2.16144 -1.77873  -0.001
H -2.62452 -4.78275 -0.88551  0.000
H -3.64781 -3.44214 -0.35383  0.000
H -0.62822 -3.51524 0.07183  0.000
H -1.88446 -3.86263 1.30053  0.000
C 3.07125 0.99106 0.22427  -0.082
C 3.35013 2.02222 1.16739  -0.005
C 3.86934 1.78940 2.41303  -0.062
C 4.20171 2.90128 3.36604  0.004
C 4.71407 4.06584 2.55445  -0.014
C 3.49663 4.52049 1.84563  0.012
C 2.83694 3.42412 0.92429  0.011
C 5.90930 4.71278 2.67624  -0.002
N 6.94167 5.27296 2.77870  -0.006
H 3.66099 0.08437 0.35338  0.001
H 3.00918 1.31801 -0.81010  0.003
H 4.18190 0.77751 2.66453  0.007
H 4.88647 2.56466 4.14639  0.001
H 3.57144 5.49474 1.36225  0.000
H 2.77883 3.65438 -0.14392  0.001

As for the multiplicity: 3. The LUMO energy (alpha / beta) comes out at 0.1409 / 0.1409 Ha. The expectation value of S² is 2.118. As for the net charge: -2. As for the orbital gap (alpha / beta): 4.180 / 4.302 eV. The value obtained for the total energy is -111201.3928 eV. As for the HOMO energy (alpha / beta): -0.346 / -0.468 eV.

Formula: C40H45BrF3GaO2P
Source: the OMol25 dataset
Level of theory: ωB97M-V/def2-TZVPD

Each line ends with the Mulliken charge.
Cartesian coordinates (Å):
C -0.16209 -4.18758 1.78428  -0.925
Ga 0.54794 -2.85792 0.36782  0.122
C -0.00736 -0.95344 1.06183  -0.492
C 1.17596 -0.19733 1.80875  -0.005
O 0.72595 1.12728 2.16629  -0.567
C 2.54311 -0.16909 1.00823  0.751
F 2.42181 -0.20731 -0.37286  -0.294
F 3.38299 -1.17582 1.51348  -0.246
F 3.22159 1.04020 1.29971  -0.308
P -0.39067 -3.21513 -1.79245  0.189
O -2.10104 -3.06701 -1.58091  -0.527
Br 0.15562 -5.30904 -2.51835  -0.314
H 0.27054 -3.83948 2.78788  0.205
H -1.29657 -4.15519 1.91746  0.265
H 0.20147 -5.22828 1.50821  0.245
H 2.15278 -2.98345 0.19109  -0.230
H -0.38741 -0.41014 0.13398  0.122
H -0.82483 -1.12094 1.84015  0.161
H 1.36933 -0.75867 2.77575  0.179
H -0.16778 1.02673 2.54864  0.344
H -2.31697 -2.12522 -1.79909  0.317
C 0.55475 -5.33994 -8.24607  -0.270
C 0.34770 -5.48440 -6.87817  -0.366
C 1.38386 -5.91897 -6.05922  -0.018
C 2.63130 -6.20012 -6.60725  -0.553
C 2.83972 -6.05222 -7.97468  -0.258
C 1.80062 -5.62630 -8.79505  -0.401
H -0.25490 -5.00401 -8.88489  0.343
H -0.62261 -5.25867 -6.44955  0.379
H 1.21962 -6.03747 -4.99402  0.074
H 3.44088 -6.53428 -5.96788  0.351
H 3.81315 -6.26994 -8.40142  0.342
H 1.96166 -5.51614 -9.86191  0.337
C -3.37270 3.28430 5.62057  -0.438
C -3.91163 3.10905 4.35034  -0.565
C -3.77059 1.88967 3.69649  -0.098
C -3.09838 0.84149 4.31738  -0.204
C -2.56259 1.01564 5.58913  -0.595
C -2.69578 2.23805 6.23924  -0.460
H -3.47986 4.23637 6.12892  0.405
H -4.44137 3.92394 3.86905  0.381
H -4.18493 1.75503 2.70328  0.265
H -2.99238 -0.11125 3.80946  0.415
H -2.03988 0.19776 6.07360  0.448
H -2.27336 2.37535 7.22846  0.448
C -4.74561 0.72873 8.96359  -0.197
C -4.71090 0.10426 10.20580  -0.503
C -5.52283 0.56215 11.23810  -0.325
C -6.37700 1.63921 11.02485  -0.381
C -6.41415 2.26120 9.78129  -0.411
C -5.59558 1.80898 8.75178  -0.355
H -4.11024 0.37389 8.15975  0.375
H -4.04976 -0.73971 10.36981  0.360
H -5.49083 0.07933 12.20852  0.353
H -7.01367 1.99340 11.82817  0.349
H -7.08142 3.09998 9.61465  0.355
H -5.62042 2.29718 7.78376  0.385
C 5.01152 0.06393 -2.11918  -0.072
C 6.30967 -0.39527 -1.92224  -0.488
C 7.27795 -0.18820 -2.89935  -0.342
C 6.95018 0.48733 -4.07062  -0.395
C 5.65296 0.94971 -4.26604  -0.555
C 4.68262 0.73448 -3.29266  -0.576
H 4.25878 -0.10033 -1.36101  0.425
H 6.56654 -0.91592 -1.00622  0.396
H 8.28833 -0.55233 -2.74800  0.365
H 7.70623 0.65325 -4.83078  0.354
H 5.39761 1.47781 -5.17867  0.517
H 3.67017 1.09030 -3.44774  0.392
C -3.95148 0.10186 -0.91648  -0.583
C -5.00944 0.27107 -1.80299  -0.416
C -6.31774 0.08791 -1.36803  -0.416
C -6.56794 -0.25558 -0.04343  -0.335
C -5.50930 -0.42145 0.84348  -0.471
C -4.20091 -0.24691 0.40588  -0.130
H -2.93050 0.24147 -1.25620  0.554
H -4.81413 0.54506 -2.83405  0.373
H -7.14247 0.21340 -2.06081  0.350
H -7.58821 -0.39401 0.29722  0.356
H -5.70446 -0.68793 1.87686  0.401
H -3.37489 -0.38150 1.09578  0.337
C 5.40648 6.68951 -6.12934  -0.381
C 6.37682 5.75966 -6.48721  -0.358
C 6.57909 4.62813 -5.70401  -0.407
C 5.80395 4.42142 -4.56758  -0.266
C 4.83114 5.34944 -4.21180  -0.533
C 4.63494 6.48560 -4.98985  -0.328
H 5.25116 7.57341 -6.73833  0.346
H 6.97667 5.91740 -7.37714  0.349
H 7.34027 3.90637 -5.97949  0.372
H 5.95832 3.53745 -3.95999  0.476
H 4.22581 5.18714 -3.32662  0.379
H 3.88004 7.21158 -4.70914  0.354

As for the multiplicity: 1. The LUMO energy comes out at 0.0795 Ha. As for the net charge: -1. As for the orbital gap: 6.263 eV. The value obtained for the total energy is -186165.9352 eV. As for the HOMO energy: -4.098 eV.

> What is the formula in the second record?

C40H45BrF3GaO2P

> Among the records above, which one has the highest net charge?

C40H45BrF3GaO2P